No. 1
Here is a molecular structure, C10H13NPPtS at a distorted geometry from the OMol25 dataset. Energies are from ωB97M-V with the def2-TZVPD basis set.

Structure (ORCA input):
```
! wB97M-V def2-TZVPD RIJCOSX def2/J DEFGRID3
* xyz -1 3
Pt -0.375 -0.698 -1.782
S -1.010 -1.270 0.648
P -0.306 1.771 -0.715
N -1.489 0.341 2.885
C 0.778 0.000 2.172
C 1.180 -2.073 -2.338
C -0.692 -1.623 -3.736
C -0.578 -0.278 2.023
C 0.231 -0.557 -3.877
C 1.386 -0.756 -2.947
C -0.069 -2.637 -2.942
C 0.282 1.420 4.096
C -1.073 1.161 3.937
C 1.234 0.833 3.235
H -2.469 0.277 2.677
H 2.269 -0.135 -2.706
H 0.543 2.562 0.125
H 1.404 -0.301 1.362
H 0.610 2.084 4.901
H 1.795 -2.559 -1.577
H -0.497 2.791 -1.692
H -1.466 2.140 0.048
H 0.016 0.228 -4.598
H -0.452 -3.625 -2.919
H -1.679 -1.704 -4.209
H -1.883 1.548 4.600
H 2.310 1.058 3.329
*
```

Properties
Molecular weight = 405.34 g/mol
HOMO level (spin up / spin down) = -0.0621 / -0.0874 Eh
LUMO level (spin up / spin down) = 3.06 / 3.02 eV

=====

No. 2
Here is a single C11H13N3O molecule at a distorted geometry from the OMol25 dataset. Energies are from ωB97M-V with the def2-TZVPD basis set.

Structure (ORCA input):
```
! wB97M-V def2-TZVPD RIJCOSX def2/J DEFGRID3
* xyz 0 1
O -2.375 1.454 -2.995
N 0.958 -1.661 0.186
N -0.583 1.720 1.071
N 1.692 -0.517 2.205
C -1.433 1.543 -0.086
C 2.565 -1.483 2.574
C 0.953 -0.692 1.007
C 0.190 0.734 1.497
C -1.181 -0.250 -1.794
C -1.126 1.092 -2.497
C 2.668 -2.574 1.627
C 1.098 0.635 2.612
C -0.738 2.055 -1.344
C -1.754 0.034 -0.427
C 1.975 -2.624 0.494
H -1.710 -1.037 -2.290
H 0.371 2.226 -1.271
H 3.390 -3.265 1.834
H -1.402 -0.588 0.453
H 1.997 -3.550 -0.159
H -2.286 2.110 -0.040
H -0.533 1.168 -3.434
H -1.214 2.930 -1.521
H -3.030 1.153 -2.354
H -0.188 -0.544 -1.689
H -2.925 0.029 -0.485
H 1.292 1.196 3.444
H 3.331 -1.296 3.382
*
```

Properties
Molecular weight = 203.25 g/mol
HOMO level (spin up / spin down) = -0.2639 / -0.2643 Eh
LUMO level (spin up / spin down) = -0.31 / -0.31 eV

=====

No. 3
Here is a single C10H12F3P molecule at a distorted geometry from the OMol25 dataset. Energies are from ωB97M-V with the def2-TZVPD basis set.

Structure (ORCA input):
```
! wB97M-V def2-TZVPD RIJCOSX def2/J DEFGRID3
* xyz 0 1
P 0.736 -1.241 0.915
F 1.482 -2.221 -0.199
F 0.307 2.078 0.879
F 4.316 1.042 -2.529
C -3.184 -1.122 0.551
C -1.912 -1.809 -0.137
C 3.475 1.241 -1.527
C 1.394 1.795 0.100
C 2.927 0.201 -0.794
C -0.698 -0.845 -0.270
C 1.977 2.841 -0.515
C 3.015 2.581 -1.401
C -2.894 -0.950 2.051
C 1.776 0.511 -0.019
H -3.673 -0.697 2.638
H -2.259 -2.256 -1.077
H -2.223 -0.144 2.226
H -0.297 -0.904 -1.271
H 3.640 3.314 -1.932
H -2.504 -1.862 2.555
H -3.481 -0.224 0.032
H 1.622 3.723 -0.129
H -0.966 0.125 -0.083
H 3.168 -0.797 -0.985
H -4.122 -1.712 0.496
H -1.622 -2.668 0.424
*
```

Properties
Molecular weight = 220.17 g/mol
HOMO level = -0.3361 Eh
LUMO level = 0.52 eV

=====

No. 4
Here is 2 unconnected molecules or ions with the total composition C4H8N2O at a distorted geometry from the OMol25 dataset. Energies are from ωB97M-V with the def2-TZVPD basis set.

Structure (ORCA input):
```
! wB97M-V def2-TZVPD RIJCOSX def2/J DEFGRID3
* xyz 0 1
O -0.521 -0.608 -1.526
N 1.403 -2.094 -0.328
N 0.575 -2.776 -0.710
C 0.343 -0.120 -0.677
C -1.347 1.056 0.917
C 1.401 0.676 -0.904
C -0.145 0.129 0.871
H -0.425 -0.874 1.200
H -1.066 2.077 0.661
H 1.531 1.133 -1.874
H -2.124 0.716 0.233
H -0.632 -1.739 -1.146
H 2.123 0.909 -0.143
H -1.779 1.045 1.919
H 0.666 0.471 1.509
*
```

Properties
Molecular weight = 100.12 g/mol
HOMO level = -0.3249 Eh
LUMO level = 0.01 eV

=====

No. 5
Here is 9 unconnected molecules or ions with the total composition C39H102N6O15 at a distorted geometry from the OMol25 dataset. Energies are from ωB97M-V with the def2-TZVPD basis set.

Structure (ORCA input):
```
! wB97M-V def2-TZVPD RIJCOSX def2/J DEFGRID3
* xyz 0 1
O 3.939 3.214 2.069
O -2.383 1.001 6.743
O 2.707 0.595 -2.648
O -0.328 -3.650 3.830
O 0.257 5.000 2.256
O -3.401 -5.857 -1.064
O 3.989 0.672 5.222
O 0.232 0.416 1.440
O -1.064 -5.537 -6.671
O -2.992 -1.801 -2.266
O -0.442 -1.620 7.877
O -2.808 3.317 -0.800
O 0.085 7.542 -2.033
O 2.062 4.648 -7.626
O 0.798 -3.132 -1.375
N 0.678 1.058 6.347
N 3.008 0.557 2.495
N 0.137 4.233 -0.565
N -0.196 -3.630 -4.849
N 2.494 1.936 -5.256
N -5.829 -4.319 -2.768
C 0.478 3.865 3.097
C -0.399 0.502 5.415
C 3.386 -0.560 3.277
C -0.738 -3.746 5.201
C -0.341 5.266 -1.465
C 0.832 -3.660 -2.701
C -2.389 -6.815 -1.329
C 0.674 0.563 7.747
C -4.249 -2.489 -2.012
C -5.717 -5.159 -1.526
C 0.859 -0.943 7.961
C 3.612 2.370 0.974
C 3.500 4.503 1.815
C 0.560 6.498 -1.255
C -0.435 2.928 -0.781
C 2.016 -0.071 -1.667
C -1.129 -1.782 9.104
C 3.958 0.938 1.426
C -4.676 -6.254 -1.570
C -0.489 -3.474 -3.484
C -3.194 -0.133 6.513
C -1.304 -4.173 -6.989
C 5.009 1.191 5.994
C 4.527 -0.296 4.290
C -1.746 2.837 0.010
C 1.379 5.900 -7.537
C -1.614 1.390 5.593
C 2.963 2.755 -6.394
C -0.200 -0.942 1.536
C -4.519 -3.601 -3.040
C 1.998 3.929 -6.430
C -2.651 -0.884 -1.177
C 0.898 8.722 -2.153
C 3.148 0.643 -5.015
C 0.125 -3.983 -0.489
C -1.414 -3.476 -5.662
C 2.476 -0.077 -3.909
C -3.987 3.653 -0.142
C -1.130 -6.353 -7.894
H -0.513 -3.885 -7.656
H -0.285 0.786 8.204
H -4.603 -3.094 -4.011
H 2.005 0.511 -0.747
H -0.710 2.609 -1.787
H 1.487 1.761 -5.393
H -1.331 5.591 -1.146
H -1.273 -1.066 1.633
H 3.763 -1.366 2.639
H -0.381 -2.318 9.753
H -2.415 -7.002 -2.412
H 0.091 -4.474 3.541
H -2.621 -1.056 6.405
H 4.170 5.029 1.098
H 0.139 4.705 1.310
H 2.486 4.503 1.390
H 0.209 -1.434 2.446
H 0.020 -1.502 0.656
H 4.519 1.905 6.682
H -3.871 -0.254 7.361
H 0.122 -4.537 -5.087
H 0.572 6.766 -0.170
H 1.418 -0.225 -4.141
H 0.252 9.390 -2.704
H 5.840 1.657 5.464
H -1.430 -0.846 9.560
H 0.559 -4.988 -0.613
H -5.021 -1.743 -2.065
H -0.456 -5.992 -8.655
H -2.178 1.352 4.658
H -0.065 0.788 4.403
H -4.540 2.798 0.230
H 3.975 3.106 -6.265
H 4.181 2.791 0.126
H 5.495 0.351 6.536
H -3.792 4.412 0.613
H 0.968 3.573 -6.268
H -4.609 -6.606 -2.611
H -0.970 -7.386 -7.547
H -1.255 -4.150 -3.075
H -5.605 -4.488 -0.679
H 1.425 1.189 8.220
H 1.099 9.068 -1.157
H -0.971 -4.013 -0.671
H 3.165 -0.049 -5.873
H 1.574 6.193 -1.595
H 3.800 0.225 0.607
H 1.473 -1.442 7.217
H 2.269 4.604 -5.591
H 2.997 1.378 3.130
H 1.122 4.035 -0.735
H -1.654 -0.494 -1.431
H -3.657 -4.270 -3.098
H 1.825 6.510 -6.759
H 0.144 2.127 -0.347
H 4.187 0.916 -4.817
H -1.513 -4.519 5.263
H 4.967 0.967 1.824
H -1.687 3.487 0.897
H -1.444 -2.406 -5.875
H 1.024 -0.428 -1.984
H 2.524 2.375 0.795
H 5.444 0.101 3.792
H 1.070 -4.711 -2.699
H 2.934 -1.070 -3.792
H 1.484 6.333 -8.543
H -2.003 -2.403 8.919
H -1.980 1.794 0.189
H 1.820 8.565 -2.702
H 1.138 0.533 1.848
H -0.559 -0.564 5.508
H 1.538 3.519 3.123
H -3.366 -0.051 -1.160
H -4.605 4.181 -0.883
H 0.364 -3.639 0.521
H -2.526 -7.728 -0.745
H 2.510 -0.992 3.772
H -2.131 -6.274 -8.361
H -2.334 -3.779 -5.146
H -0.159 3.014 2.765
H 1.316 -1.134 8.943
H 0.313 5.759 -7.349
H -0.912 -2.485 -3.327
H 3.550 5.040 2.770
H -0.523 5.006 -2.509
H 0.177 4.145 4.117
H 4.794 -1.261 4.748
H -1.255 2.412 5.731
H -6.664 -5.716 -1.443
H -2.554 -1.421 -0.240
H -4.222 -2.914 -0.998
H 1.593 0.903 5.932
H -1.147 -2.765 5.518
H 2.575 -0.994 -1.504
H -1.442 -6.352 -1.068
H 2.961 2.166 -7.321
H -5.954 -4.913 -3.580
H 1.541 -3.002 -3.202
H 0.121 -3.921 5.827
H -2.236 -4.028 -7.526
H -3.818 0.125 5.661
H -4.887 -7.131 -0.974
*
```

Properties
Molecular weight = 895.27 g/mol
HOMO level = -0.3052 Eh
LUMO level = 0.53 eV

=====

No. 6
Here is a molecular structure, C7H15Cl2N5O2PRh at a distorted geometry from the OMol25 dataset. Energies are from ωB97M-V with the def2-TZVPD basis set.

Structure (ORCA input):
```
! wB97M-V def2-TZVPD RIJCOSX def2/J DEFGRID3
* xyz 2 5
Rh -0.067 1.390 0.569
Cl 2.346 -1.279 -0.381
Cl 0.293 3.625 1.031
P -0.118 1.302 -1.703
O -2.855 1.752 1.129
O -0.219 -1.597 -1.096
N -0.801 -0.694 4.024
N -1.637 -1.447 4.811
N -0.125 0.106 2.213
N -1.264 -0.224 2.848
N 0.528 -0.939 4.064
C -1.846 1.352 0.772
C 0.366 -0.044 -2.897
C 0.879 -2.146 -0.888
C -1.679 1.886 -2.462
C 1.318 2.388 -2.066
C 0.926 -0.343 2.938
C 1.233 -3.574 -0.731
H -1.236 -1.547 5.730
H 0.600 -4.351 -0.320
H -2.517 -0.972 4.808
H 1.371 -0.396 -2.604
H 1.988 -0.179 2.695
H 1.393 2.500 -3.152
H 2.219 1.891 -1.677
H 1.764 -3.886 -1.596
H 1.136 3.345 -1.568
H -2.454 1.111 -2.344
H 1.952 -3.370 0.081
H -1.991 2.797 -1.934
H -0.340 -0.885 -2.835
H -1.539 2.076 -3.535
H 0.376 0.349 -3.925
*
```

Properties
Molecular weight = 406.02 g/mol
HOMO level (spin up / spin down) = -0.5777 / -0.6192 Eh
LUMO level (spin up / spin down) = -6.68 / -12.06 eV

=====

Asked for ΔE to the lowest compared entry with this formula, charge and spin across the records above, the calculation gives 24.8 122.2 0.0 76.1 25.7 0.0 kcal/mol in order.